Run P
ORCA calculation (ωB97M-V with the def2-TZVPD basis set) on a 9-piece molecular cluster, C36H45F27O18 overall.

Multiplicity   1
Structure (SMILES)   CCOC(=O)C(F)(F)F.CCOC(=O)C(F)(F)F.CCOC(=O)C(F)(F)F.CCOC(=O)C(F)(F)F.CCOC(=O)C(F)(F)F.CCOC(=O)C(F)(F)F.CCOC(=O)C(F)(F)F.CCOC(=O)C(F)(F)F.CCOC(=O)C(F)(F)F
Total charge   0
Molar mass   1278.7 g/mol

Each atom is followed by the atoms it is bonded to, with distances in Å.
CARTESIAN COORDINATES (ANGSTROEM)
1 C -16.8597 -12.7568 -2.7816  C2 1.477, H10 1.103, H11 1.098, H12 1.095
2 C -17.8349 -13.7873 -2.3720  C1 1.477, O3 1.416, H13 1.099, H14 1.103
3 O -19.1421 -13.2442 -2.3719  C2 1.416, C4 1.338
4 C -19.5506 -12.7743 -1.1878  O3 1.338, O5 1.193, C6 1.546
5 O -19.0532 -12.6889 -0.1073  C4 1.193
6 C -21.0521 -12.4739 -1.4036  C4 1.546, F7 1.373, F8 1.318, F9 1.300
7 F -21.3817 -11.8435 -2.5781  C6 1.373
8 F -21.7137 -13.6116 -1.3316  C6 1.318
9 F -21.4924 -11.7146 -0.4441  C6 1.300
10 H -16.8682 -11.9471 -2.0323  C1 1.103
11 H -17.0912 -12.3595 -3.7786  C1 1.098
12 H -15.8178 -13.0903 -2.8366  C1 1.095
13 H -17.6292 -14.2641 -1.4028  C2 1.099
14 H -17.9038 -14.6039 -3.1097  C2 1.103
15 C -19.6759 -21.5663 6.9111  C16 1.538, H24 1.109, H25 1.138, H26 1.070
16 C -20.0588 -20.6345 5.7488  C15 1.538, O17 1.479, H27 1.083, H28 1.053
17 O -18.8550 -20.1787 5.0213  C16 1.479, C18 1.300
18 C -18.5862 -18.9149 4.8768  O17 1.300, O19 1.208, C20 1.529
19 O -19.2275 -17.9468 5.2078  C18 1.208
20 C -17.2628 -18.7775 4.1229  C18 1.529, F21 1.323, F22 1.323, F23 1.356
21 F -16.2486 -19.3862 4.7147  C20 1.323
22 F -17.4640 -19.3153 2.9314  C20 1.323
23 F -16.8998 -17.4858 3.9264  C20 1.356
24 H -18.8789 -21.1391 7.5528  C15 1.109
25 H -19.3298 -22.5721 6.5076  C15 1.138
26 H -20.4881 -21.7776 7.5748  C15 1.070
27 H -20.6456 -19.8297 6.1750  C16 1.083
28 H -20.5956 -21.2495 5.0833  C16 1.053
29 C -23.7852 -16.0226 -1.4589  C30 1.510, H38 1.119, H39 1.104, H40 1.103
30 C -23.1145 -17.0196 -0.5445  C29 1.510, O31 1.416, H41 1.078, H42 1.122
31 O -21.7634 -16.6140 -0.4220  C30 1.416, C32 1.327
32 C -20.7211 -17.4326 -0.4796  O31 1.327, O33 1.207, C34 1.557
33 O -20.6398 -18.5913 -0.8091  C32 1.207
34 C -19.4499 -16.6128 -0.1115  C32 1.557, F35 1.301, F36 1.359, F37 1.422
35 F -18.5319 -16.6322 -1.0325  C34 1.301
36 F -19.7174 -15.3236 0.2264  C34 1.359
37 F -18.9547 -17.2120 1.0791  C34 1.422
38 H -23.3390 -16.1359 -2.4789  C29 1.119
39 H -23.5903 -14.9967 -1.1015  C29 1.104
40 H -24.8703 -16.2212 -1.4863  C29 1.103
41 H -23.2310 -18.0128 -0.9462  C30 1.078
42 H -23.5779 -16.8667 0.4658  C30 1.122
43 C -28.1170 -21.0284 3.5716  C44 1.461, H52 1.140, H53 1.164, H54 1.120
44 C -29.0231 -20.1049 2.8936  C43 1.461, O45 1.483, H55 1.107, H56 1.111
45 O -28.2807 -19.1624 2.0213  C44 1.483, C46 1.318
46 C -29.0253 -18.1183 1.7171  O45 1.318, O47 1.174, C48 1.587
47 O -30.1775 -17.9869 1.8994  C46 1.174
48 C -28.1592 -16.9669 1.0512  C46 1.587, F49 1.298, F50 1.344, F51 1.320
49 F -28.1120 -15.9959 1.9109  C48 1.298
50 F -26.9001 -17.3204 0.7429  C48 1.344
51 F -28.8105 -16.5127 -0.0038  C48 1.320
52 H -28.8205 -21.6135 4.2524  C43 1.140
53 H -27.3656 -20.4491 4.2459  C43 1.164
54 H -27.5902 -21.7413 2.8874  C43 1.120
55 H -29.5473 -19.5421 3.6904  C44 1.107
56 H -29.7405 -20.6100 2.2119  C44 1.111
57 C -22.0127 -15.1531 3.0076  C58 1.506, H66 1.028, H67 1.107, H68 1.122
58 C -21.9432 -16.5603 3.5382  C57 1.506, O59 1.538, H69 1.078, H70 1.086
59 O -23.2328 -16.7413 4.3571  C58 1.538, C60 1.315
60 C -23.5446 -17.9730 4.6976  O59 1.315, O61 1.221, C62 1.604
61 O -22.7870 -18.9262 4.7941  C60 1.221
62 C -25.0744 -18.1601 5.1421  C60 1.604, F63 1.307, F64 1.425, F65 1.325
63 F -25.4855 -17.3036 6.0392  C62 1.307
64 F -25.8104 -17.9547 3.9398  C62 1.425
65 F -25.2357 -19.4176 5.5279  C62 1.325
66 H -21.3056 -14.9706 2.2840  C57 1.028
67 H -21.9285 -14.3347 3.7478  C57 1.107
68 H -22.8872 -14.8612 2.3678  C57 1.122
69 H -21.0806 -16.7194 4.1655  C58 1.078
70 H -22.0559 -17.3153 2.7662  C58 1.086
71 C -24.7081 -22.0969 2.5282  C72 1.493, H80 1.074, H81 1.147, H82 1.110
72 C -24.8491 -20.6550 2.1655  C71 1.493, O73 1.541, H83 1.090, H84 1.112
73 O -24.6139 -20.5086 0.6499  C72 1.541, C74 1.321
74 C -25.7013 -20.5544 -0.0993  O73 1.321, O75 1.175, C76 1.523
75 O -26.7936 -20.8733 0.1937  C74 1.175
76 C -25.3032 -20.1087 -1.5002  C74 1.523, F77 1.342, F78 1.319, F79 1.367
77 F -24.0750 -20.5063 -1.8665  C76 1.342
78 F -26.1335 -20.5758 -2.4122  C76 1.319
79 F -25.3571 -18.7460 -1.5976  C76 1.367
80 H -23.7548 -22.4450 2.1760  C71 1.074
81 H -25.5465 -22.7469 2.0933  C71 1.147
82 H -24.7094 -22.2157 3.6314  C71 1.110
83 H -24.1192 -20.0099 2.6547  C72 1.090
84 H -25.8820 -20.2756 2.3291  C72 1.112
85 C -24.9907 -16.9898 -6.6361  C86 1.549, H94 1.104, H95 1.105, H96 1.121
86 C -24.4891 -17.1257 -5.1772  C85 1.549, O87 1.468, H97 1.108, H98 1.127
87 O -23.0320 -16.9486 -5.2064  C86 1.468, C88 1.316
88 C -22.3453 -17.7461 -4.4167  O87 1.316, O89 1.187, C90 1.591
89 O -22.7937 -18.4819 -3.6006  C88 1.187
90 C -20.7797 -17.5656 -4.6335  C88 1.591, F91 1.324, F92 1.345, F93 1.350
91 F -20.1885 -18.5047 -5.3561  C90 1.324
92 F -20.5089 -16.3939 -5.2360  C90 1.345
93 F -20.1986 -17.4535 -3.4200  C90 1.350
94 H -24.7737 -16.0066 -7.0888  C85 1.104
95 H -26.0659 -17.2351 -6.5610  C85 1.105
96 H -24.4815 -17.7476 -7.2870  C85 1.121
97 H -24.6422 -18.1277 -4.7299  C86 1.108
98 H -24.8588 -16.2916 -4.5150  C86 1.127
99 C -19.7248 -22.3582 -0.3134  C100 1.528, H108 1.071, H109 1.096, H110 1.123
100 C -19.3593 -21.9761 1.1200  C99 1.528, O101 1.448, H111 1.136, H112 1.089
101 O -19.4400 -23.2469 1.8089  C100 1.448, C102 1.309
102 C -20.4926 -23.5193 2.5382  O101 1.309, O103 1.156, C104 1.525
103 O -21.4918 -22.9394 2.5812  C102 1.156
104 C -20.2764 -24.8758 3.2004  C102 1.525, F105 1.360, F106 1.303, F107 1.355
105 F -19.2738 -24.8609 4.1190  C104 1.360
106 F -21.3296 -25.3675 3.7893  C104 1.303
107 F -19.9054 -25.7523 2.2353  C104 1.355
108 H -20.6024 -22.9709 -0.2774  C99 1.071
109 H -18.9058 -22.9646 -0.7179  C99 1.096
110 H -19.7820 -21.4985 -1.0331  C99 1.123
111 H -20.1398 -21.2330 1.4793  C100 1.136
112 H -18.3708 -21.5894 1.3646  C100 1.089
113 C -18.5487 -14.4037 4.2347  C114 1.484, H122 1.071, H123 1.090, H124 1.088
114 C -17.9405 -13.3066 3.4414  C113 1.484, O115 1.481, H125 1.090, H126 1.083
115 O -18.1853 -12.0278 4.1479  C114 1.481, C116 1.310
116 C -19.3401 -11.4641 3.8923  O115 1.310, O117 1.193, C118 1.575
117 O -20.1693 -11.7823 3.0957  C116 1.193
118 C -19.3758 -10.1540 4.7652  C116 1.575, F119 1.295, F120 1.344, F121 1.324
119 F -20.1691 -9.2525 4.2803  C118 1.295
120 F -19.7051 -10.3231 6.0570  C118 1.344
121 F -18.1411 -9.6753 4.7769  C118 1.324
122 H -18.5893 -15.3953 3.8325  C113 1.071
123 H -19.5506 -14.1133 4.5497  C113 1.090
124 H -18.1131 -14.5244 5.2245  C113 1.088
125 H -18.2766 -13.2190 2.4079  C114 1.090
126 H -16.8682 -13.3574 3.2992  C114 1.083

***

Run Q
ORCA calculation (ωB97M-V with the def2-TZVPD basis set) on a 9-piece molecular cluster, C36H45F27O18 overall.

Multiplicity   1
Structure (SMILES)   CCOC(=O)C(F)(F)F.CCOC(=O)C(F)(F)F.CCOC(=O)C(F)(F)F.CCOC(=O)C(F)(F)F.CCOC(=O)C(F)(F)F.CCOC(=O)C(F)(F)F.CCOC(=O)C(F)(F)F.CCOC(=O)C(F)(F)F.CCOC(=O)C(F)(F)F
Total charge   0
Molar mass   1278.7 g/mol

Each atom is followed by the atoms it is bonded to, with distances in Å.
CARTESIAN COORDINATES (ANGSTROEM)
1 C 12.0219 2.9837 -26.3970  C2 1.602, H10 1.090, H11 1.090, H12 1.090
2 C 12.3122 4.5426 -26.6225  C1 1.602, O3 1.439, H13 1.090, H14 1.090
3 O 13.6658 4.6607 -27.0963  C2 1.439, C4 1.337
4 C 14.5040 5.6789 -26.8773  O3 1.337, O5 1.234, C6 1.586
5 O 14.1921 6.6120 -26.1318  C4 1.234
6 C 15.8989 5.6817 -27.6309  C4 1.586, F7 1.304, F8 1.292, F9 1.310
7 F 15.7902 6.5062 -28.6353  C6 1.304
8 F 16.8932 5.9452 -26.8490  C6 1.292
9 F 16.1131 4.4735 -28.0901  C6 1.310
10 H 10.9993 2.6125 -26.3297  C1 1.090
11 H 12.4628 2.5999 -25.4770  C1 1.090
12 H 12.4699 2.3977 -27.1996  C1 1.090
13 H 12.0676 5.0996 -25.7181  C2 1.090
14 H 11.6401 5.1060 -27.2698  C2 1.090
15 C 1.3465 -9.2644 -22.8732  C16 1.551, H24 1.090, H25 1.090, H26 1.090
16 C 0.1842 -9.7896 -23.7552  C15 1.551, O17 1.365, H27 1.090, H28 1.090
17 O -0.8262 -10.2368 -22.9539  C16 1.365, C18 1.371
18 C -2.0659 -10.4795 -23.4875  O17 1.371, O19 1.248, C20 1.493
19 O -2.3968 -10.3238 -24.6808  C18 1.248
20 C -3.0480 -10.7079 -22.3864  C18 1.493, F21 1.291, F22 1.321, F23 1.318
21 F -4.2298 -10.6315 -22.8992  C20 1.291
22 F -2.8573 -11.9236 -21.9064  C20 1.321
23 F -2.9027 -9.7978 -21.4442  C20 1.318
24 H 1.0661 -8.3661 -22.3231  C15 1.090
25 H 2.3139 -9.1199 -23.3541  C15 1.090
26 H 1.4994 -9.9915 -22.0757  C15 1.090
27 H 0.6536 -10.5923 -24.3240  C16 1.090
28 H -0.1902 -9.0289 -24.4402  C16 1.090
29 C 13.8060 1.4704 -31.0202  C30 1.562, H38 1.090, H39 1.090, H40 1.090
30 C 13.9463 0.5482 -32.2730  C29 1.562, O31 1.464, H41 1.090, H42 1.090
31 O 13.1465 -0.6530 -32.0239  C30 1.464, C32 1.414
32 C 11.7344 -0.7084 -32.0826  O31 1.414, O33 1.195, C34 1.531
33 O 11.1158 0.3126 -32.1277  C32 1.195
34 C 11.0949 -2.0985 -32.1262  C32 1.531, F35 1.338, F36 1.319, F37 1.329
35 F 11.8257 -3.0143 -31.4797  C34 1.338
36 F 9.8779 -2.1009 -31.6186  C34 1.319
37 F 10.9784 -2.4864 -33.3922  C34 1.329
38 H 13.8527 1.0357 -30.0216  C29 1.090
39 H 12.9478 2.1365 -31.1086  C29 1.090
40 H 14.6815 2.1122 -31.1187  C29 1.090
41 H 15.0186 0.3579 -32.3164  C30 1.090
42 H 13.6618 0.9164 -33.2587  C30 1.090
43 C 12.0521 -11.2269 -32.2082  C44 1.574, H52 1.090, H53 1.090, H54 1.090
44 C 11.1007 -10.6614 -31.0895  C43 1.574, O45 1.402, H55 1.090, H56 1.090
45 O 10.1941 -9.7277 -31.6101  C44 1.402, C46 1.344
46 C 9.1167 -9.4086 -30.8721  O45 1.344, O47 1.249, C48 1.570
47 O 8.8927 -9.5882 -29.6562  C46 1.249
48 C 8.0022 -8.6858 -31.7099  C46 1.570, F49 1.352, F50 1.332, F51 1.312
49 F 8.3656 -8.3639 -32.9718  C48 1.352
50 F 6.9006 -9.4233 -31.8443  C48 1.332
51 F 7.6673 -7.5709 -31.1043  C48 1.312
52 H 12.4621 -10.4466 -32.8494  C43 1.090
53 H 11.5245 -11.7899 -32.9782  C43 1.090
54 H 12.8377 -11.8745 -31.8188  C43 1.090
55 H 11.7155 -9.9881 -30.4922  C44 1.090
56 H 10.5883 -11.4538 -30.5440  C44 1.090
57 C 10.2435 -3.5431 -26.7845  C58 1.518, H66 1.090, H67 1.090, H68 1.090
58 C 9.2007 -3.1963 -25.7374  C57 1.518, O59 1.424, H69 1.090, H70 1.090
59 O 8.5452 -4.3874 -25.3133  C58 1.424, C60 1.365
60 C 7.6502 -5.0115 -26.1329  O59 1.365, O61 1.273, C62 1.551
61 O 7.2760 -4.6066 -27.2807  C60 1.273
62 C 7.0619 -6.3448 -25.6022  C60 1.551, F63 1.362, F64 1.360, F65 1.365
63 F 6.1310 -6.8732 -26.4437  C62 1.362
64 F 8.0577 -7.2673 -25.5215  C62 1.360
65 F 6.5863 -6.2217 -24.3286  C62 1.365
66 H 11.1108 -4.0276 -26.3360  C57 1.090
67 H 10.6044 -2.6388 -27.2744  C57 1.090
68 H 9.8441 -4.1025 -27.6305  C57 1.090
69 H 8.4756 -2.4717 -26.1077  C58 1.090
70 H 9.7319 -2.7568 -24.8931  C58 1.090
71 C 3.2818 -11.9872 -27.4192  C72 1.555, H80 1.090, H81 1.090, H82 1.090
72 C 3.3971 -13.5183 -27.1731  C71 1.555, O73 1.387, H83 1.090, H84 1.090
73 O 2.1382 -13.9728 -26.8090  C72 1.387, C74 1.353
74 C 1.8644 -15.2146 -26.3483  O73 1.353, O75 1.181, C76 1.549
75 O 2.6742 -16.0710 -26.2768  C74 1.181
76 C 0.5072 -15.3154 -25.6091  C74 1.549, F77 1.331, F78 1.358, F79 1.407
77 F -0.2437 -16.2100 -26.2481  C76 1.331
78 F 0.7487 -15.6577 -24.3177  C76 1.358
79 F -0.2574 -14.1339 -25.5885  C76 1.407
80 H 3.1605 -11.4641 -26.4707  C71 1.090
81 H 2.4625 -11.6978 -28.0773  C71 1.090
82 H 4.2307 -11.5496 -27.7296  C71 1.090
83 H 4.0890 -13.6440 -26.3402  C72 1.090
84 H 3.8464 -14.0236 -28.0281  C72 1.090
85 C 21.2080 -3.5212 -29.6882  C86 1.534, H94 1.090, H95 1.090, H96 1.090
86 C 20.6754 -4.7345 -28.9146  C85 1.534, O87 1.434, H97 1.090, H98 1.090
87 O 19.2679 -4.4684 -28.8513  C86 1.434, C88 1.328
88 C 18.5149 -4.5337 -27.7592  O87 1.328, O89 1.213, C90 1.541
89 O 18.9339 -4.7612 -26.6435  C88 1.213
90 C 17.0086 -4.6470 -28.0666  C88 1.541, F91 1.315, F92 1.313, F93 1.340
91 F 16.5978 -3.5851 -28.7253  C90 1.315
92 F 16.7843 -5.7077 -28.8072  C90 1.313
93 F 16.2403 -4.8169 -26.9814  C90 1.340
94 H 20.8148 -2.5884 -29.2839  C85 1.090
95 H 21.0255 -3.6727 -30.7521  C85 1.090
96 H 22.2766 -3.3697 -29.5353  C85 1.090
97 H 21.1839 -4.8286 -27.9551  C86 1.090
98 H 20.7219 -5.6738 -29.4656  C86 1.090
99 C 9.2749 -13.4472 -24.2049  C100 1.521, H108 1.090, H109 1.090, H110 1.090
100 C 10.1105 -13.5307 -25.4729  C99 1.521, O101 1.395, H111 1.090, H112 1.090
101 O 11.2919 -14.2119 -25.1775  C100 1.395, C102 1.391
102 C 11.3875 -15.5969 -25.2604  O101 1.391, O103 1.228, C104 1.503
103 O 10.4383 -16.3217 -25.5478  C102 1.228
104 C 12.7406 -16.1586 -24.9267  C102 1.503, F105 1.344, F106 1.288, F107 1.293
105 F 12.6561 -16.8694 -23.7888  C104 1.344
106 F 12.9915 -17.0820 -25.7891  C104 1.288
107 F 13.6200 -15.2176 -24.8162  C104 1.293
108 H 8.6627 -12.5477 -24.1396  C99 1.090
109 H 9.7183 -13.6292 -23.2259  C99 1.090
110 H 8.5887 -14.2897 -24.2903  C99 1.090
111 H 10.3821 -12.5239 -25.7900  C100 1.090
112 H 9.5505 -14.0801 -26.2296  C100 1.090
113 C 11.6835 5.6588 -20.1082  C114 1.528, H122 1.090, H123 1.090, H124 1.090
114 C 11.9270 4.4826 -19.1632  C113 1.528, O115 1.359, H125 1.090, H126 1.090
115 O 11.7421 3.2395 -19.6811  C114 1.359, C116 1.335
116 C 10.4889 2.8019 -19.8225  O115 1.335, O117 1.230, C118 1.524
117 O 9.4500 3.3822 -19.5114  C116 1.230
118 C 10.5094 1.4207 -20.4665  C116 1.524, F119 1.399, F120 1.334, F121 1.309
119 F 11.6055 0.6571 -20.0499  C118 1.399
120 F 9.3373 0.8128 -20.2791  C118 1.334
121 F 10.6320 1.6228 -21.7540  C118 1.309
122 H 12.0783 5.6319 -21.1238  C113 1.090
123 H 11.9228 6.5382 -19.5102  C113 1.090
124 H 10.6187 5.5916 -20.3314  C113 1.090
125 H 11.2503 4.6327 -18.3220  C114 1.090
126 H 12.9556 4.5568 -18.8104  C114 1.090

***

If we sort the structures by their calculated energies, the order from most to least stable is run P, run Q.